Arrangement A

The following is a quantum chemistry calculation of C5H13NO2 as an isolated structure, from the OMol25 dataset.

Frontier orbital gap (alpha / beta) in eV: 6.67 / 5.63
Net charge: -1
Multiplicity: 2

Positions of all 21 atoms, in Å:
C  0.143  1.429  1.432
O  2.795  -0.117  -1.160
C  0.818  0.747  0.391
C  0.531  -0.719  0.163
C  -0.890  -1.170  0.346
C  -1.307  -2.236  -0.489
N  -2.366  -2.952  -0.267
H  -0.549  0.786  1.966
H  -0.528  2.215  0.518
H  0.766  1.987  2.122
H  1.894  0.895  0.340
H  0.296  1.189  -0.708
H  0.977  -1.132  -0.735
H  1.054  -1.184  1.014
H  -1.435  -1.083  1.279
H  0.099  1.157  -1.467
H  -2.529  -3.564  -1.063
H  -0.702  -2.281  -1.402
H  -1.232  3.658  -0.314
H  3.562  -0.337  -1.697
O  -1.397  2.711  -0.269

Arrangement B

The following is a quantum chemistry calculation of a 2-piece molecular cluster, C5H13NO2 overall, from the OMol25 dataset.

Frontier orbital gap (alpha / beta) in eV: 5.35 / 5.74
Net charge: -1
Multiplicity: 2

Positions of all 21 atoms, in Å:
C  -1.253  1.576  -0.108
C  -0.323  0.612  0.674
C  0.977  0.633  -0.221
C  2.232  0.154  0.453
O  3.175  -0.299  -0.567
N  -0.624  -0.837  0.879
C  -1.974  -0.647  1.209
O  -1.155  -2.149  -2.147
H  -0.733  2.492  -0.387
H  -2.197  1.747  0.406
H  -1.490  1.056  -1.046
H  -0.020  1.111  1.620
H  0.742  -0.007  -1.074
H  1.207  1.602  -0.686
H  2.043  -0.610  1.202
H  2.827  0.917  0.969
H  3.409  -1.196  -0.327
H  -1.022  -2.130  -1.178
H  -2.389  -0.455  2.223
H  -2.851  -0.710  0.546
H  -0.580  -2.861  -2.438

Result of the stability comparison: arrangement B is the most stable of them.

Arrangement A

The following is a quantum chemistry calculation of one molecule with the formula C19H20N4O3S2, from the OMol25 dataset.

Frontier orbital gap in eV: 8.51
SMILES: CCOC(=O)CSc1nnc(CNC(=O)c2cccs2)n1Cc1ccccc1
Net charge: 0

Positions of all 48 atoms, in Å:
C  5.081  -1.316  0.300
C  4.275  -0.218  0.821
H  4.793  0.314  1.506
H  3.883  0.383  0.139
O  3.348  -0.920  1.529
C  3.436  -1.288  2.944
O  4.517  -1.224  3.612
C  2.077  -1.913  3.446
H  1.667  -1.115  4.116
H  2.322  -2.662  4.075
S  0.596  -2.282  2.352
C  0.153  -0.774  1.996
N  0.704  0.411  2.610
N  -0.226  1.509  2.127
C  -0.761  0.944  1.023
N  -0.584  -0.245  1.080
C  -1.020  -1.108  -0.021
C  -2.564  -1.469  0.380
C  -3.723  -1.162  -0.706
C  -5.005  -1.369  -0.169
C  -5.230  -2.152  0.912
C  -4.355  -2.386  1.995
C  -3.045  -2.129  1.528
H  -2.208  -2.350  2.329
H  -4.610  -3.119  2.584
H  -6.311  -2.224  1.108
H  -5.545  -1.116  -0.951
H  -3.528  -0.702  -1.569
H  -0.540  -2.070  0.108
H  -1.087  -0.648  -1.000
C  -1.728  1.839  0.143
N  -0.792  2.333  -0.950
C  -0.866  1.917  -2.143
O  -1.353  0.898  -2.412
C  0.102  2.552  -3.086
C  -0.055  2.215  -4.451
C  1.061  2.905  -5.281
C  1.523  4.193  -4.213
S  0.989  3.926  -2.737
H  2.156  4.732  -4.520
H  1.304  3.079  -6.154
H  -0.489  1.449  -4.595
H  -0.164  3.164  -0.571
H  -1.910  2.726  0.834
H  -2.468  1.163  -0.222
H  4.529  -1.906  -0.504
H  6.001  -0.864  -0.319
H  5.652  -1.924  0.977

Arrangement B

The following is a quantum chemistry calculation of one molecule with the formula C19H20N4O3S2, from the OMol25 dataset.

Frontier orbital gap in eV: 7.82
SMILES: COc1ccc(NC(=O)CSc2ccc(-c3sc(C)nc3C)nn2)cc1OC
Net charge: 0

Positions of all 48 atoms, in Å:
C  4.199  0.890  2.156
H  3.295  1.380  2.532
O  4.035  0.444  0.834
C  3.035  -0.461  0.564
C  2.219  -1.007  1.546
C  1.223  -1.924  1.259
C  1.016  -2.315  -0.054
C  1.825  -1.778  -1.048
C  2.829  -0.858  -0.771
O  3.517  -0.452  -1.876
C  4.429  0.622  -1.817
H  3.958  1.531  -1.439
H  5.299  0.384  -1.203
H  4.745  0.780  -2.849
H  1.688  -2.057  -2.081
N  0.021  -3.219  -0.446
C  -1.049  -3.629  0.283
O  -1.190  -3.475  1.474
C  -2.068  -4.420  -0.543
H  -1.929  -4.301  -1.617
H  -2.030  -5.475  -0.270
S  -3.754  -3.882  -0.114
C  -3.510  -2.157  -0.178
N  -2.348  -1.745  -0.657
N  -2.028  -0.492  -0.662
C  -2.867  0.426  -0.191
C  -4.154  0.068  0.272
C  -4.489  -1.259  0.279
H  -5.444  -1.619  0.626
H  -4.838  0.829  0.618
C  -2.402  1.787  -0.172
C  -1.123  2.260  -0.375
N  -0.999  3.605  -0.265
C  -2.103  4.202  0.006
C  -2.259  5.663  0.175
H  -2.966  6.056  -0.555
H  -1.294  6.143  0.037
H  -2.640  5.894  1.169
S  -3.472  3.121  0.172
C  0.077  1.440  -0.674
H  0.965  2.057  -0.567
H  0.026  1.054  -1.690
H  0.128  0.581  -0.009
H  -0.032  -3.342  -1.447
H  0.609  -2.319  2.049
H  2.357  -0.719  2.576
H  4.479  0.073  2.828
H  5.011  1.616  2.117

Result of the stability comparison: arrangement B is the most stable of them.

Arrangement A

The following is a quantum chemistry calculation of a 2-piece molecular cluster, C4H8NO2S overall, from the OMol25 dataset.

Frontier orbital gap in eV: 6.82
Net charge: -1

Positions of all 16 atoms, in Å:
O  -2.390  -0.254  -0.782
C  -1.234  0.172  -0.495
N  -0.754  1.387  -0.449
C  2.063  3.394  0.121
O  1.628  4.470  -0.192
C  -0.169  -0.912  -0.236
C  -0.730  -2.101  0.500
S  0.498  -3.458  0.570
H  -1.468  2.098  -0.569
H  2.964  2.975  -0.372
H  1.632  2.776  0.925
H  0.185  -1.229  -1.221
H  0.723  -0.516  0.242
H  -0.997  -1.841  1.531
H  -1.635  -2.449  -0.001
H  -0.315  -4.513  0.426

Arrangement B

The following is a quantum chemistry calculation of an isolated ion of composition C4H8NO2S and charge -1, from the OMol25 dataset.

Frontier orbital gap in eV: 7.42
SMILES: CN[C@H](CS)C(=O)[O-]
Net charge: -1

Positions of all 16 atoms, in Å:
C  1.720  1.853  -1.377
N  1.677  0.710  -0.486
C  0.376  0.346  0.128
C  0.593  -0.958  0.838
S  -0.682  -1.343  2.077
C  -0.850  0.274  -0.890
O  -1.022  1.310  -1.559
O  -1.521  -0.778  -0.877
H  1.612  2.764  -0.794
H  1.031  1.873  -2.227
H  2.754  1.901  -1.769
H  1.880  -0.102  -1.063
H  0.088  1.158  0.794
H  0.562  -1.797  0.163
H  1.566  -0.991  1.307
H  -1.639  -1.347  1.135

Result of the stability comparison: arrangement B is the most stable of them.

Arrangement A

The following is a quantum chemistry calculation of a 2-piece molecular cluster, C2H6O3 overall, from the OMol25 dataset.

Frontier orbital gap in eV: 10.81
SMILES: O=CO.CO
Net charge: 0

Positions of all 11 atoms, in Å:
C  0.340  -0.814  -1.574
O  0.246  -1.219  -0.129
H  -0.127  0.189  -1.583
H  -0.259  -1.496  -2.250
H  1.312  -0.636  -1.881
H  0.720  -2.058  -0.210
O  0.034  2.669  1.704
C  -0.446  1.534  1.780
O  -0.893  0.846  0.711
H  -0.626  0.956  2.699
H  -0.301  0.028  0.733

Arrangement B

The following is a quantum chemistry calculation of a 2-piece molecular cluster, C2H6O3 overall, from the OMol25 dataset.

Frontier orbital gap in eV: 11.80
SMILES: O=C(O)O.C
Net charge: 0

Positions of all 11 atoms, in Å:
C  0.030  -1.518  -1.769
C  0.438  1.179  1.493
O  -0.868  0.904  1.328
O  1.363  0.535  1.132
O  0.471  2.432  1.988
H  -0.682  -0.804  -2.001
H  0.754  -1.389  -2.566
H  -0.433  -2.510  -2.031
H  -1.024  -0.012  0.914
H  0.479  -1.350  -0.766
H  -0.527  2.533  2.278

Result of the stability comparison: arrangement B is the most stable of them.

Arrangement A

The following is a quantum chemistry calculation of one molecule with the formula C2H4BrNO2, from the OMol25 dataset.

Frontier orbital gap in eV: 10.68
SMILES: C[C@@H](Br)[N+](=O)[O-]
Net charge: 0

Positions of all 10 atoms, in Å:
C  0.028  -0.524  -0.183
C  -0.023  0.995  -0.603
N  -1.417  1.665  -0.426
O  -1.223  2.880  -0.327
O  -2.460  1.084  -0.437
Br  0.391  1.171  -2.466
H  -0.047  -1.211  -1.113
H  -0.856  -0.745  0.490
H  0.921  -0.944  0.255
H  0.511  1.785  -0.003

Arrangement B

The following is a quantum chemistry calculation of one molecule with the formula C2H4BrNO2, from the OMol25 dataset.

Frontier orbital gap in eV: 10.95
SMILES: C[C@@H](Br)[N+](=O)[O-]
Net charge: 0

Positions of all 10 atoms, in Å:
C  0.619  -0.875  -0.050
C  -0.633  -0.080  -0.067
N  -0.187  1.360  -0.139
O  -0.090  1.789  -1.282
O  0.093  1.855  0.896
Br  -1.520  -0.425  1.551
H  1.224  -0.342  0.676
H  1.192  -1.156  -0.970
H  0.484  -1.860  0.342
H  -1.182  -0.266  -0.957

Result of the stability comparison: arrangement B is the most stable of them.

Arrangement A

The following is a quantum chemistry calculation of one molecule with the formula C8H10N2, from the OMol25 dataset.

Frontier orbital gap in eV: 9.04
SMILES: CCn1[nH]c2ccccc21
Net charge: 0

Positions of all 20 atoms, in Å:
C  -3.009  0.555  -0.313
C  -2.649  -0.765  0.007
C  -2.061  1.531  -0.369
C  -1.257  -1.094  0.125
C  -0.646  1.172  -0.289
C  -0.331  -0.129  -0.001
C  2.555  -1.266  0.695
C  2.361  -0.087  -0.216
N  0.648  1.680  -0.391
N  1.172  0.500  0.292
H  -3.987  0.870  -0.368
H  -3.467  -1.392  0.280
H  -2.360  2.527  -0.723
H  -0.991  -2.164  0.231
H  3.484  -1.561  0.759
H  2.188  -2.158  0.293
H  1.997  -0.995  1.557
H  2.206  -0.405  -1.261
H  3.204  0.580  -0.160
H  0.945  2.599  -0.146

Arrangement B

The following is a quantum chemistry calculation of one molecule with the formula C8H10N2, from the OMol25 dataset.

Frontier orbital gap in eV: 9.22
SMILES: C=CCC(=C)c1ncc[nH]1
Net charge: 0

Positions of all 20 atoms, in Å:
C  -1.399  -2.470  -0.615
C  -1.132  -2.196  -1.890
C  0.262  -1.147  -0.542
C  -1.638  1.405  1.080
C  2.151  0.410  -0.703
C  -0.333  1.567  1.068
C  1.141  -0.188  -0.087
C  0.570  0.488  1.518
N  -0.468  -1.915  0.198
N  -0.103  -1.278  -1.824
H  -2.140  -3.090  -0.249
H  -1.672  -2.548  -2.836
H  -2.316  2.174  0.962
H  -1.970  0.320  1.159
H  2.750  1.168  -0.175
H  2.612  0.107  -1.694
H  0.121  2.519  0.962
H  1.496  0.990  2.024
H  0.113  -0.443  2.039
H  0.529  -0.767  -2.547

Result of the stability comparison: arrangement B is the most stable of them.